(1)
{"formula": "C56H42Cl5N21O2SSiY", "method": "wB97M-V/def2-TZVPD", "relative_energy_kj_mol": 130.4, "total_energy_ev": -176518.1309, "e_lumo_ev": 1.561, "fmax_ev_per_a": 0.91, "charge": -1, "multiplicity": 1, "homo_lumo_gap_ev": 7.210, "elements": ["Y", "Cl", "Cl", "Cl", "Cl", "Cl", "S", "Si", "O", "O", "N", "N", "N", "N", "N", "N", "N", "N", "N", "N", "N", "N", "N", "N", "N", "N", "N", "N", "N", "N", "N", "C", "C", "C", "C", "C", "C", "C", "C", "C", "C", "C", "C", "C", "C", "C", "C", "C", "C", "C", "C", "C", "C", "C", "C", "C", "C", "C", "C", "C", "C", "C", "C", "C", "C", "C", "C", "C", "C", "C", "C", "C", "C", "C", "C", "C", "C", "C", "C", "C", "C", "C", "C", "C", "C", "C", "C", "H", "H", "H", "H", "H", "H", "H", "H", "H", "H", "H", "H", "H", "H", "H", "H", "H", "H", "H", "H", "H", "H", "H", "H", "H", "H", "H", "H", "H", "H", "H", "H", "H", "H", "H", "H", "H", "H", "H", "H", "H", "H"], "coordinates": [[-0.82424, 0.49751, -0.23202], [-5.71899, -2.98864, 1.27744], [-2.57287, -1.34890, 5.33228], [-0.96970, 0.41232, 3.40086], [-4.94494, -3.09029, 4.29275], [-4.11036, -1.27389, -0.69522], [-2.07332, 7.40519, 4.95945], [-2.30700, 0.70349, -3.51492], [4.21445, -3.72031, 2.98577], [-2.11668, 0.92018, -1.91202], [4.00110, 0.70662, 0.71088], [6.16220, -4.59997, 3.50496], [-0.66447, 6.62606, 4.76938], [-2.09854, 2.58205, 1.29430], [0.19712, 2.50538, -0.79149], [1.40208, 4.07434, -1.77140], [1.02933, -1.44401, -2.12123], [0.38732, 4.64049, -1.07425], [5.16802, -5.19350, 4.31164], [3.78912, 1.70876, 1.61050], [0.04093, -1.96677, 0.84696], [-0.32268, 3.74583, -0.49849], [2.59570, -0.25651, -3.03353], [-3.02303, 6.50517, 4.00697], [-0.54021, -3.69134, 2.04262], [0.46995, 2.75355, 2.19355], [-0.59745, -4.13387, 0.75771], [2.09809, 1.86166, -2.14145], [0.82977, -0.15276, -1.72124], [1.86123, 0.66025, 1.09152], [2.05731, -1.48963, -2.88856], [2.33994, 3.78779, 3.24174], [-0.39068, 3.66522, 2.64963], [-0.84960, -4.56995, 3.15833], [-1.99337, -2.12888, -3.15982], [-0.14993, -2.42400, 2.07150], [-2.52073, -0.49100, 1.36542], [-3.89190, 1.62309, -3.99896], [-1.77701, 3.57366, 2.15575], [-0.23657, -3.06959, 0.07675], [5.90933, -0.86108, 0.40868], [1.62619, -4.63203, 3.62170], [7.16870, -3.29631, 0.94750], [5.54924, -3.76548, 2.74916], [1.51233, 4.76204, 3.63753], [-3.32449, 2.56186, 0.80028], [-0.89756, 5.61390, 3.94509], [-2.93408, -2.85803, -5.64572], [2.49125, -5.27885, 5.77789], [-2.30757, -0.52307, 2.73974], [-3.01271, -1.29848, 3.65727], [-2.50214, -3.84075, -4.76291], [0.11623, -5.18062, 5.39670], [-3.72432, 3.09007, -3.56491], [-2.70099, 4.52720, 2.56872], [6.98663, -1.28814, -0.36104], [-2.42614, -1.11500, -4.01495], [-4.22988, 1.59774, -5.49218], [0.06292, 4.64829, 3.48127], [-0.44990, 2.73086, -4.24998], [1.81029, 0.52285, -2.31523], [1.73855, 2.47481, 2.80130], [0.60107, 3.30135, -4.95751], [2.85279, 0.09677, 0.42608], [7.62067, -2.48972, -0.08593], [1.28066, 2.55129, -5.90863], [2.49704, 1.63895, 1.80829], [-3.62472, -1.25447, 0.98242], [-0.85698, 1.40989, -4.48060], [1.23276, 2.78361, -1.58066], [4.06448, -4.63776, 3.97324], [1.19221, -5.43765, 6.23601], [-5.05504, 1.01724, -3.20373], [6.07285, -2.88852, 1.69522], [0.90703, 1.23556, -6.14609], [-0.15304, 0.67602, -5.44332], [0.32768, -4.78955, 4.07975], [-4.06499, -2.08140, 3.19968], [5.31592, 0.50077, 0.13049], [-4.30694, 3.49409, 1.14286], [-2.25694, 5.55347, 3.50671], [-2.02450, -3.47054, -3.51430], [-3.99381, 4.47939, 2.04500], [-2.89185, -1.52034, -5.27435], [-4.38984, -2.04241, 1.84920], [2.70228, -4.86115, 4.46995], [5.45106, -1.67118, 1.43471], [-0.01168, -1.87417, 2.98885], [1.90462, 5.69983, 4.01093], [5.93836, 1.27678, 0.57296], [-3.40344, 3.17604, -2.52282], [7.33142, -0.67270, -1.18445], [-1.16354, -5.50619, 2.69954], [-3.37167, 1.85451, -6.12068], [1.59566, 1.82854, 3.68886], [-2.53360, -4.88537, -5.04799], [1.80874, -4.31913, 2.60106], [-3.54747, 1.77405, 0.08647], [0.90311, 4.31687, -4.73400], [5.26851, 0.68278, -0.94387], [-4.61119, 0.62504, -5.81178], [2.77468, -0.73166, -0.26344], [8.45809, -2.80822, -0.69268], [4.60443, -1.36368, 2.03598], [3.41600, 3.89527, 3.26068], [-2.99765, 3.62111, -4.18311], [-5.98827, 1.54924, -3.43193], [-5.28841, 3.42338, 0.69436], [0.17166, 2.22973, 1.40289], [-3.29998, -3.13176, -6.62809], [3.33898, -5.45374, 6.42709], [-5.21012, -0.04002, -3.44251], [-1.69992, -4.16663, 3.71129], [-3.21526, -0.77935, -5.99747], [-1.67815, -4.22426, -2.81622], [-4.71917, 5.22304, 2.35001], [1.01568, -5.74211, 7.25941], [-0.94613, 3.32713, -3.49130], [7.63854, -4.24659, 1.16363], [-0.89664, -5.28124, 5.77101], [2.11019, 2.98709, -6.45336], [-4.88180, 1.08920, -2.12796], [1.45178, 0.63778, -6.86687], [2.69436, 2.24745, -2.85664], [-0.14384, -3.05861, -0.99756], [-0.41112, -0.35989, -5.62842], [-1.61330, -1.87431, -2.17902], [-4.68535, 3.61119, -3.66894], [-5.01824, 2.33329, -5.69837]], "forces_ev_per_angstrom": [[-0.654, 0.132, -0.218], [0.067, 0.048, 0.026], [-0.027, -0.011, -0.057], [-0.097, -0.020, -0.125], [0.035, 0.040, -0.041], [0.139, 0.010, 0.093], [-0.024, 0.119, 0.031], [0.062, 0.142, 0.431], [0.100, -0.067, 0.055], [0.506, -0.678, 0.334], [0.222, 0.127, 0.096], [-0.262, -0.375, 0.278], [-0.093, -0.064, -0.034], [0.166, -0.012, 0.039], [0.085, 0.773, -0.032], [-0.305, 0.277, 0.085], [0.099, 0.174, -0.080], [0.204, -0.130, -0.053], [0.483, 0.203, -0.134], [-0.056, -0.255, -0.183], [-0.199, -0.275, -0.460], [0.116, -0.077, -0.275], [-0.031, -0.370, -0.010], [0.096, -0.054, 0.020], [-0.053, -0.349, -0.037], [-0.120, 0.095, -0.017], [0.104, 0.249, 0.164], [-0.117, -0.066, 0.030], [0.220, -0.312, -0.365], [0.002, 0.127, 0.102], [0.056, 0.154, 0.040], [-0.038, -0.006, -0.014], [-0.337, -0.229, -0.209], [0.002, 0.069, -0.127], [-0.017, 0.018, 0.089], [0.108, 0.287, 0.079], [-0.613, -0.316, 0.429], [-0.087, 0.119, 0.071], [0.270, -0.101, -0.049], [-0.093, 0.031, 0.064], [0.022, 0.034, 0.015], [-0.016, 0.050, -0.042], [0.054, 0.005, -0.050], [-0.042, 0.369, -0.254], [-0.079, -0.028, -0.021], [-0.020, 0.004, 0.008], [0.347, -0.131, 0.002], [0.032, -0.001, 0.083], [-0.044, -0.025, 0.054], [0.153, 0.023, 0.113], [0.037, 0.022, 0.057], [-0.006, 0.060, 0.011], [0.010, -0.041, 0.036], [-0.117, 0.025, 0.008], [-0.044, 0.348, 0.222], [0.056, -0.018, 0.008], [-0.065, -0.252, -0.041], [-0.072, 0.053, -0.045], [0.050, 0.375, 0.272], [0.049, -0.028, -0.056], [0.139, 0.323, -0.012], [0.003, -0.025, -0.094], [-0.018, -0.070, 0.054], [-0.117, -0.008, -0.081], [-0.023, 0.004, 0.002], [0.000, 0.007, 0.003], [0.017, 0.055, 0.202], [-0.099, -0.138, -0.048], [0.105, 0.118, -0.139], [0.318, -0.237, -0.039], [-0.444, 0.027, -0.060], [0.005, 0.025, -0.030], [-0.085, 0.017, -0.030], [0.025, -0.150, 0.098], [-0.034, 0.018, 0.048], [0.043, 0.065, 0.094], [-0.010, 0.009, -0.025], [-0.039, -0.044, 0.034], [-0.110, 0.011, 0.089], [0.026, -0.057, -0.045], [-0.241, -0.209, -0.246], [-0.038, 0.010, -0.085], [-0.068, 0.048, 0.041], [0.040, 0.047, -0.025], [-0.050, -0.024, -0.046], [0.179, -0.038, 0.043], [-0.074, 0.023, -0.007], [0.001, -0.006, -0.039], [-0.016, -0.012, 0.004], [0.039, 0.016, -0.015], [-0.003, -0.029, -0.032], [-0.007, -0.007, 0.015], [-0.018, -0.036, 0.023], [0.007, 0.000, 0.043], [-0.014, -0.016, 0.048], [0.002, 0.006, -0.007], [0.008, -0.010, 0.018], [-0.007, 0.011, 0.005], [0.011, -0.003, -0.009], [-0.059, -0.038, -0.029], [0.008, 0.077, 0.045], [0.000, 0.025, 0.034], [-0.005, 0.001, 0.005], [0.017, -0.006, -0.006], [-0.020, 0.000, -0.007], [-0.049, -0.043, -0.018], [0.025, -0.007, -0.002], [0.014, 0.003, 0.007], [0.207, -0.074, -0.230], [0.000, -0.006, 0.000], [-0.004, 0.002, -0.019], [0.028, 0.028, -0.016], [-0.003, 0.035, 0.019], [0.072, -0.070, 0.066], [-0.004, 0.017, -0.011], [0.026, -0.001, 0.007], [0.000, 0.002, -0.011], [0.058, -0.041, 0.017], [-0.008, 0.013, 0.005], [0.015, 0.004, -0.016], [-0.005, 0.001, 0.002], [0.018, 0.021, -0.030], [-0.007, 0.000, 0.005], [0.006, 0.022, -0.007], [0.027, 0.005, 0.036], [-0.033, -0.008, 0.008], [-0.031, 0.069, -0.017], [0.025, -0.002, 0.008], [0.009, -0.025, -0.011]]}



(2)
{"formula": "C56H43CsFIN6O9P2", "method": "wB97M-V/def2-TZVPD", "relative_energy_kj_mol": 134.7, "total_energy_ev": -116087.1273, "e_lumo_ev": 3.194, "fmax_ev_per_a": 2.24, "charge": -2, "multiplicity": 1, "homo_lumo_gap_ev": 6.925, "elements": ["Cs", "I", "P", "P", "F", "O", "O", "O", "O", "O", "O", "O", "O", "O", "N", "N", "N", "N", "N", "N", "C", "C", "C", "C", "C", "C", "C", "C", "C", "C", "C", "C", "C", "C", "C", "C", "C", "C", "C", "C", "C", "C", "C", "C", "C", "C", "C", "C", "C", "C", "C", "C", "C", "C", "C", "C", "C", "C", "C", "C", "C", "C", "C", "C", "C", "C", "C", "C", "C", "C", "C", "C", "C", "C", "C", "C", "H", "H", "H", "H", "H", "H", "H", "H", "H", "H", "H", "H", "H", "H", "H", "H", "H", "H", "H", "H", "H", "H", "H", "H", "H", "H", "H", "H", "H", "H", "H", "H", "H", "H", "H", "H", "H", "H", "H", "H", "H", "H", "H"], "coordinates": [[2.20330, 2.86753, 0.69477], [2.58791, 3.50529, 8.38300], [-1.74281, -1.74932, 1.20341], [1.95818, -2.22425, -1.64805], [-2.29562, 6.76360, -3.36013], [-0.97408, -3.31262, -1.19082], [2.92486, 2.38357, -3.82545], [2.07745, 2.94040, -1.80254], [3.85857, 1.39857, 2.10872], [6.09210, 1.13244, 2.24325], [-1.85338, 9.51759, -2.99768], [1.53786, 8.63911, -0.10478], [-1.02273, 5.48201, 0.68097], [0.74822, 4.60606, 1.76853], [-0.15120, 9.00645, -1.57623], [4.04030, 1.59314, -0.55624], [3.66103, 2.71872, 4.40666], [3.31033, 3.99683, 4.22324], [0.47495, 6.83742, -1.05177], [0.43209, 2.42643, 3.57354], [-0.53942, 6.40024, -1.86609], [-2.47355, -1.92087, 2.88650], [-0.51374, 1.06642, -2.22487], [5.02410, 1.19604, 1.62876], [1.05315, -3.52263, 2.14265], [1.16563, -3.45687, 0.76011], [1.88131, -1.27754, 2.32236], [-0.15881, -5.70724, -3.83611], [-4.02583, -3.36697, 0.74572], [-1.33099, 7.23404, -2.54790], [-3.39153, -2.32055, 5.50138], [1.61155, -2.29117, 0.14101], [0.19054, 5.27107, 0.85784], [5.06055, 1.04538, 0.10520], [1.01984, -3.63253, -2.39055], [-2.08168, -3.04360, 3.61989], [-2.45171, 2.21101, 0.61987], [-0.39435, 1.23817, -3.59335], [2.92950, 4.43689, 5.41645], [0.29195, 1.30558, 3.84620], [-0.31008, -4.01561, -2.15596], [0.97688, -0.82415, -2.31110], [1.98050, -1.20817, 0.94075], [0.68952, 8.17903, -0.84501], [1.40282, -2.43071, 2.92681], [-2.54230, -3.24950, 4.90969], [-3.31828, -0.99540, 3.48937], [-3.77153, -1.19379, 4.78983], [-1.96794, 0.97937, 1.03818], [-2.53880, -0.21549, 0.59351], [-3.58883, -0.15673, -0.31730], [-2.21828, -3.70930, -0.78205], [-4.76909, -4.33968, 0.09420], [5.00111, 0.91600, -2.61953], [-2.37513, -6.98916, -2.27918], [-2.34664, -5.48522, -2.60932], [-3.50624, 2.25445, -0.28624], [-2.92857, -4.71055, -1.43763], [3.03378, 3.41043, 6.37119], [0.42215, 0.38934, -4.32711], [2.88533, 2.36420, -2.58698], [1.11135, -0.62604, -3.68726], [3.49978, 2.31576, 5.67445], [-4.06542, 1.07432, -0.75665], [6.11288, 0.42373, -0.54837], [0.16558, 0.03957, -1.58252], [4.01187, 1.56444, -1.88861], [1.72931, -4.33340, -3.35841], [1.15064, -5.36155, -4.09375], [6.05751, 0.33512, -1.93325], [-4.21155, -5.00321, -0.98246], [-1.18994, 8.66373, -2.43636], [1.16846, 5.84990, -0.21920], [-0.90996, -5.05339, -2.85858], [-2.74216, -3.03730, 0.33036], [-3.18670, -5.22107, -3.87183], [1.71853, -5.88293, -4.85398], [0.53993, 3.38754, 3.22622], [1.50915, 5.03063, -0.86242], [6.84738, -0.17002, -2.47743], [-3.16082, -4.16092, -4.12928], [1.78411, -1.26123, -4.25558], [3.71882, 1.30870, 5.98993], [-4.87184, 1.10666, -1.48049], [-3.39617, -7.33027, -2.09950], [-1.12455, 0.94228, 1.71990], [-1.98342, 3.12872, 0.96254], [-2.79975, -5.78949, -4.72076], [-0.89831, 2.06368, -4.08073], [-4.42136, -0.45660, 5.24632], [2.35452, -0.28942, 0.50122], [-1.39905, -3.75800, 3.17049], [-4.03036, -1.06731, -0.70303], [2.59369, 5.45378, 5.54936], [-3.87071, 3.21207, -0.63861], [-1.12488, 1.74763, -1.64596], [-4.78733, -5.76938, -1.48871], [0.06619, -0.08672, -0.51167], [-1.96562, -7.57845, -3.10171], [0.56714, 0.55547, -5.38713], [-1.78380, -7.19157, -1.38448], [2.17871, -0.42137, 2.91147], [-0.64343, 5.32868, -1.95623], [3.87920, 2.13431, 3.55879], [-0.00090, 9.99187, -1.43598], [4.92060, 0.90391, -3.69761], [-3.62150, -0.10740, 2.94963], [-2.22406, -4.12553, 5.46268], [0.89316, -4.31889, 0.16127], [-4.22779, -5.51125, -3.71301], [0.69059, -4.43308, 2.60746], [-5.77139, -4.57929, 0.42800], [1.30179, -2.47395, 4.00494], [-0.61778, -6.51071, -4.40128], [-3.74048, -2.46838, 6.51653], [2.75835, -4.04616, -3.53947], [2.01043, 6.32044, 0.27462], [-4.44717, -2.85015, 1.59934], [6.93437, 0.02829, 0.03323]], "forces_ev_per_angstrom": [[-1.229, -0.131, 1.753], [-0.003, 0.001, 0.004], [-0.014, 0.106, -0.053], [0.034, 0.130, 0.015], [-0.051, -0.014, -0.043], [-0.129, 0.088, -0.057], [-0.032, -0.011, 0.119], [0.246, -0.092, -1.910], [1.057, -0.667, 0.435], [-0.057, -0.061, -0.059], [0.006, -0.001, 0.000], [-0.062, -0.013, -0.054], [0.245, -0.167, 0.028], [-1.152, 1.561, 0.780], [-0.034, -0.054, -0.047], [1.563, -1.112, -1.156], [-0.106, 0.000, -0.022], [-0.034, -0.049, 0.175], [0.120, -0.046, -0.100], [-0.042, 0.083, 0.017], [0.246, -0.125, 0.110], [0.022, -0.017, -0.058], [-0.033, 0.001, 0.065], [0.005, -0.173, 0.109], [0.167, 0.001, -0.076], [0.132, -0.061, 0.119], [-0.089, 0.006, 0.005], [-0.003, -0.007, 0.008], [-0.012, -0.037, 0.044], [-0.030, 0.066, -0.035], [0.021, -0.003, -0.016], [-0.015, -0.114, -0.009], [-0.464, 0.295, 0.106], [-0.051, 0.090, -0.072], [0.114, -0.076, 0.018], [-0.007, -0.039, 0.002], [0.051, -0.052, 0.006], [0.038, 0.011, -0.019], [0.031, -0.038, -0.027], [-0.002, 0.237, 0.126], [-0.027, 0.022, 0.023], [-0.055, -0.033, -0.041], [-0.014, 0.008, -0.039], [0.005, -0.103, 0.061], [0.000, -0.058, -0.020], [-0.016, 0.029, 0.003], [-0.025, 0.008, 0.026], [0.006, 0.002, -0.017], [0.024, 0.065, 0.047], [-0.051, -0.008, -0.003], [-0.011, 0.061, -0.032], [0.052, 0.020, -0.029], [0.014, -0.006, -0.014], [0.007, -0.035, 0.032], [0.002, -0.009, 0.000], [0.005, 0.032, 0.024], [-0.024, 0.014, 0.005], [-0.031, -0.041, 0.002], [-0.004, 0.069, -0.050], [0.036, 0.009, 0.019], [-0.042, 0.085, -0.156], [-0.028, 0.042, 0.011], [0.056, 0.004, -0.056], [0.025, 0.013, 0.017], [-0.010, -0.061, -0.044], [0.031, -0.143, -0.029], [0.112, 0.065, 0.012], [-0.008, 0.017, -0.028], [0.007, 0.049, 0.049], [-0.014, 0.019, -0.002], [-0.003, -0.003, -0.001], [0.038, 0.081, 0.043], [-0.580, -0.061, 0.228], [-0.028, -0.067, -0.049], [-0.078, 0.091, 0.033], [0.001, 0.032, 0.003], [-0.001, 0.009, 0.013], [-0.070, -0.063, -0.239], [0.008, 0.212, -0.028], [0.013, -0.011, -0.009], [-0.007, -0.023, 0.003], [-0.018, 0.011, -0.001], [-0.018, 0.045, -0.029], [0.011, 0.004, 0.014], [0.021, 0.008, -0.011], [-0.003, 0.000, 0.030], [-0.037, 0.026, 0.002], [-0.001, 0.017, 0.028], [0.005, -0.019, 0.003], [0.014, -0.008, -0.007], [0.091, -0.058, -0.069], [-0.091, 0.049, 0.035], [-0.005, 0.002, 0.012], [0.016, -0.040, -0.008], [0.008, -0.016, 0.010], [0.032, -0.043, 0.003], [0.006, 0.006, 0.006], [-0.003, -0.011, -0.010], [-0.019, 0.021, 0.024], [-0.005, -0.010, 0.013], [-0.012, 0.001, -0.018], [0.008, -0.008, -0.011], [0.005, -0.006, 0.049], [0.020, -0.014, 0.040], [0.018, 0.074, 0.016], [0.007, 0.004, 0.005], [0.006, 0.004, -0.023], [-0.009, 0.005, -0.008], [0.045, 0.016, 0.061], [0.027, 0.000, 0.003], [0.034, -0.017, -0.012], [0.023, 0.007, -0.010], [-0.005, 0.004, -0.018], [0.012, 0.029, 0.003], [0.005, 0.000, -0.018], [-0.004, -0.015, 0.004], [0.062, 0.089, -0.092], [0.003, -0.005, -0.003], [-0.009, -0.002, -0.009]]}